Entry from OMol25: a gas-phase ion, C3H5N2OS (charge +1) at a distorted geometry (wB97M-V/def2-TZVPD).

Output
E_HOMO (alpha / beta): -0.5038 / -0.5038 hartree
Gap between HOMO and LUMO (alpha / beta): 6.818 / 6.818 eV
Energy relative to the best compared isomer or geometry (same formula, charge and spin): 468.2 kJ/mol
E: -19042.442 eV
LUMO energy (alpha / beta): -6.9 / -6.9 eV

```
! RIJCOSX wB97M-V def2-TZVPD def2/J DEFGRID3
* xyz 1 1
C -1.211 1.315 -0.071
C -1.020 -0.679 1.029
C 0.639 0.038 -0.862
N -1.521 0.384 0.816
N -0.010 -1.135 -0.731
O -0.197 1.203 -0.798
S 1.739 0.607 0.775
H -1.936 2.135 -0.235
H -0.942 -1.401 1.897
H 1.418 0.038 -1.680
H 0.671 -1.921 -0.959
H 2.371 -0.585 0.819
*
```